a:
Density functional theory data (ωB97M-V with the def2-TZVPD basis set) for a cluster of 2 separate species, C3H4N2O3 in total.

Geometry as XYZ:
```
12
C3H4N2O3 ωB97M-V with the def2-TZVPD basis set
O 1.0850 -1.7658 1.3224
O -1.0255 0.8098 -0.1797
O -0.2015 1.8441 1.5231
N 2.2633 0.6768 -1.1023
N -0.7029 0.8414 1.1679
C 1.8550 -0.3053 -0.4864
C -1.7861 -0.3594 -0.5588
C 1.6052 -0.9350 0.6876
H -1.2783 -1.0178 -1.2791
H 2.8527 1.3083 -0.6125
H -2.9132 -0.1293 -0.9051
H -1.7537 -0.9679 0.4231
```

The net charge is 0. The calculation puts the HOMO energy at -8.651 eV. The lowest unoccupied orbital energy comes out at -0.0372 Eh. Its HOMO-LUMO gap is 7.640 eV. As for the SMILES: N=C=C=O.CON=O.

Löwdin population analysis, charges in e, atoms 1 to 5: atom 1 (O): 0.13, atom 2 (O): -0.17, atom 3 (O): 0.06, atom 4 (N): 0.14, atom 5 (N): -0.08



b:
Density functional theory data (ωB97M-V with the def2-TZVPD basis set) for the molecule C3H4N2O3.

Geometry as XYZ:
```
12
C3H4N2O3 ωB97M-V with the def2-TZVPD basis set
O -2.3651 0.4082 -0.0067
O 2.3838 0.1343 -0.0105
O 0.2406 1.9182 -0.0384
N -0.0007 0.5426 0.0702
N -0.8003 -1.4720 0.0084
C -1.1252 -0.2094 0.0341
C 1.1263 -0.3067 0.0195
C 0.5898 -1.5555 -0.0622
H -0.6575 2.2737 -0.1562
H 1.1474 -2.4674 -0.0364
H -2.9128 -0.3734 -0.0056
H 2.3736 1.1075 0.1838
```

The net charge is 0. The calculation puts the HOMO energy at -8.103 eV. The lowest unoccupied orbital energy comes out at 0.0143 Eh. Its HOMO-LUMO gap is 8.492 eV. As for the SMILES: Oc1cnc(O)n1O.

Löwdin population analysis, charges in e, atoms 1 to 5: atom 1 (O): 0.09, atom 2 (O): 0.10, atom 3 (O): 0.07, atom 4 (N): -0.01, atom 5 (N): 0.10



Energies, relative to the best one, in eV: a 4.168; b 0.000.



a:
Density functional theory data (ωB97M-V with the def2-TZVPD basis set) for the molecule C3H5IN2.

Geometry as XYZ:
```
11
C3H5IN2 ωB97M-V with the def2-TZVPD basis set
I -4.3577 -0.1332 0.0600
N -1.5547 0.9614 -0.2451
N -2.4935 0.2568 -0.9941
C -1.2906 -1.0788 -0.7152
C -0.6319 -0.0282 -0.1531
C 0.8109 0.0078 0.3509
H 1.6081 0.3371 -0.3651
H -1.6176 -2.1340 -0.7593
H 1.0005 -1.0000 0.7640
H 0.9800 0.6075 1.2957
H -1.1778 1.8816 -0.4234
```

The net charge is 0. The calculation puts the HOMO energy at -8.561 eV. The lowest unoccupied orbital energy comes out at -0.0094 Eh. Its HOMO-LUMO gap is 8.305 eV. As for the SMILES: Cc1cn(I)[nH]1.

Löwdin population analysis, charges in e, atoms 1 to 5: atom 1 (I): 0.53, atom 2 (N): -0.14, atom 3 (N): -0.44, atom 4 (C): 0.05, atom 5 (C): -0.43



b:
Density functional theory data (ωB97M-V with the def2-TZVPD basis set) for the molecule C3H5IN2.

Geometry as XYZ:
```
11
C3H5IN2 ωB97M-V with the def2-TZVPD basis set
I -2.8850 -1.8630 -1.0194
N -0.9439 -0.3810 -1.4594
N 0.3238 -0.7799 -1.0323
C -1.1540 0.6954 -0.6295
C 0.7199 -0.1878 0.1814
C -0.3046 0.7800 0.4190
H 0.7964 -1.6833 -1.1806
H 1.8426 0.2888 0.1020
H -2.0925 1.2645 -0.8585
H -0.4182 1.6045 1.2030
H 0.6313 -0.7834 1.1375
```

The net charge is 0. The calculation puts the HOMO energy (spin up / spin down) at -8.333 / -7.991 eV. The lowest unoccupied orbital energy (spin up / spin down) comes out at -0.0295 / -0.0425 Eh. Its HOMO-LUMO gap (spin up / spin down) is 7.529 / 6.835 eV. As for the SMILES: IN1C=CCN1.

Löwdin population analysis, charges in e, atoms 1 to 5: atom 1 (I): 0.23, atom 2 (N): -0.25, atom 3 (N): -0.06, atom 4 (C): -0.29, atom 5 (C): -0.27



c:
Density functional theory data (ωB97M-V with the def2-TZVPD basis set) for the molecule C3H5IN2.

Geometry as XYZ:
```
11
C3H5IN2 ωB97M-V with the def2-TZVPD basis set
I 2.9028 -0.0944 0.0488
N -0.7847 -1.9995 0.0607
N 0.7094 2.0048 -0.1919
C 0.9295 0.8530 0.1889
C -0.8887 -0.8137 -0.3872
C -0.4845 0.1354 0.6680
H -0.4505 -0.4081 1.5687
H -1.3299 -0.4545 -1.3060
H 1.4063 2.5617 -0.6978
H -0.9127 -2.8493 -0.5269
H -1.0971 1.0647 0.5747
```

The net charge is 0. The calculation puts the HOMO energy at -9.596 eV. The lowest unoccupied orbital energy comes out at 0.0084 Eh. Its HOMO-LUMO gap is 9.823 eV. As for the SMILES: [H]/N=C(\I)C/C=N/[H].

Löwdin population analysis, charges in e, atoms 1 to 5: atom 1 (I): 0.67, atom 2 (N): 0.09, atom 3 (N): 0.04, atom 4 (C): -0.77, atom 5 (C): -0.27



Energies, relative to the best one, in eV: a 2.831; b 1.323; c 0.000.